Here is a cluster of 2 separate species, C4H12 in total at a distorted geometry from OMol25. Energies are from ωB97M-V/def2-TZVPD.

The geometry in XYZ format:
```
16
Properties=species:S:1:pos:R:3
C -1.521 2.177 -0.543
C -1.759 1.164 0.596
H -0.461 2.087 -0.757
H -2.087 1.760 -1.367
H -1.654 3.231 -0.324
H -1.588 0.162 0.171
H -2.746 1.190 1.049
H -1.046 1.193 1.434
C 1.225 -2.208 0.206
C 2.006 -0.951 -0.322
H 0.506 -2.662 -0.488
H 1.898 -3.035 0.447
H 0.630 -1.952 1.097
H 1.608 -0.041 0.148
H 1.987 -0.909 -1.404
H 3.001 -1.205 0.058
```

As for the HOMO energy: -11.80 eV. As for the HOMO-LUMO gap: 0.4744 Ha. The SMILES is CC.CC. For the LUMO energy, the calculation gives 1.11 eV. For the calculated total energy, the calculation gives -4342.0575 eV. The relative energy (zero: lowest compared OMol25 entry of this formula, charge and spin) comes out at 10.86 kcal per mole.

Here is a cluster of 2 separate species, C4H12 in total at a distorted geometry from OMol25. Energies are from ωB97M-V/def2-TZVPD.

The geometry in XYZ format:
```
16
Properties=species:S:1:pos:R:3
C 1.249 0.707 -1.680
C 1.677 -0.205 -0.523
H 0.208 0.495 -1.930
H 1.397 1.749 -1.426
H 1.773 0.429 -2.594
H 2.722 -0.505 -0.588
H 1.034 -1.059 -0.325
H 1.633 0.330 0.428
C -1.415 -0.957 1.353
C -1.478 0.488 0.856
H -2.402 -1.378 1.526
H -0.893 -1.547 0.601
H -0.835 -1.014 2.275
H -2.046 0.517 -0.077
H -0.526 0.961 0.642
H -2.004 1.087 1.597
```

As for the HOMO energy: -11.73 eV. As for the HOMO-LUMO gap: 0.4744 Ha. The SMILES is CC.CC. For the LUMO energy, the calculation gives 1.18 eV. For the calculated total energy, the calculation gives -4342.3358 eV. The relative energy (zero: lowest compared OMol25 entry of this formula, charge and spin) comes out at 4.44 kcal per mole.

Here is a cluster of 2 separate species, C4H12 in total at a distorted geometry from OMol25. Energies are from ωB97M-V/def2-TZVPD.

The geometry in XYZ format:
```
16
Properties=species:S:1:pos:R:3
C 1.080 -1.660 1.575
C 1.976 -0.623 0.847
H 1.456 -2.657 1.339
H 1.087 -1.513 2.656
H 0.048 -1.587 1.236
H 3.011 -0.901 1.027
H 1.735 -0.642 -0.214
H 1.859 0.367 1.285
C -0.917 0.860 -1.564
C -2.149 1.425 -0.841
H -0.115 0.580 -0.878
H -1.124 0.007 -2.211
H -0.489 1.625 -2.213
H -2.144 1.239 0.233
H -2.257 2.494 -1.025
H -3.059 0.988 -1.252
```

As for the HOMO energy: -11.80 eV. As for the HOMO-LUMO gap: 0.4758 Ha. The SMILES is CC.CC. For the LUMO energy, the calculation gives 1.14 eV. For the calculated total energy, the calculation gives -4342.3428 eV. The relative energy (zero: lowest compared OMol25 entry of this formula, charge and spin) comes out at 4.28 kcal per mole.

Here is a cluster of 2 separate species, C4H12 in total at a distorted geometry from OMol25. Energies are from ωB97M-V/def2-TZVPD.

The geometry in XYZ format:
```
16
Properties=species:S:1:pos:R:3
C -1.138 1.117 -2.447
C -1.188 -0.395 -2.078
H -0.357 1.712 -1.979
H -0.955 1.089 -3.520
H -2.114 1.575 -2.271
H -1.593 -0.855 -2.970
H -1.997 -0.556 -1.357
H -0.271 -0.906 -1.795
C 1.179 -1.080 2.593
C 1.125 0.349 1.987
H 0.203 -1.560 2.627
H 1.779 -1.766 1.983
H 1.702 -1.043 3.548
H 1.711 0.324 1.075
H 1.767 1.048 2.527
H 0.201 0.906 1.865
```

As for the HOMO energy: -11.48 eV. As for the HOMO-LUMO gap: 0.4627 Ha. The SMILES is CC.CC. For the LUMO energy, the calculation gives 1.11 eV. For the calculated total energy, the calculation gives -4341.9206 eV. The relative energy (zero: lowest compared OMol25 entry of this formula, charge and spin) comes out at 14.01 kcal per mole.

Here is a cluster of 2 separate species, C4H12 in total at a distorted geometry from OMol25. Energies are from ωB97M-V/def2-TZVPD.

The geometry in XYZ format:
```
16
Properties=species:S:1:pos:R:3
C -1.719 0.449 -1.281
C -1.907 -0.775 -2.127
H -0.840 1.054 -1.651
H -2.529 1.091 -1.438
H -1.537 0.221 -0.175
H -0.989 -0.944 -2.701
H -2.282 -1.549 -1.536
H -2.826 -0.618 -2.722
C 1.273 0.208 2.210
C 2.385 0.072 1.218
H 0.319 0.340 1.618
H 1.058 -0.638 2.910
H 1.276 1.173 2.735
H 3.299 -0.389 1.693
H 2.663 1.042 0.810
H 2.194 -0.505 0.337
```

As for the HOMO energy: -11.34 eV. As for the HOMO-LUMO gap: 0.4577 Ha. The SMILES is CC.CC. For the LUMO energy, the calculation gives 1.11 eV. For the calculated total energy, the calculation gives -4341.7658 eV. The relative energy (zero: lowest compared OMol25 entry of this formula, charge and spin) comes out at 17.58 kcal per mole.

Here is a cluster of 2 separate species, C4H12 in total at a distorted geometry from OMol25. Energies are from ωB97M-V/def2-TZVPD.

The geometry in XYZ format:
```
16
Properties=species:S:1:pos:R:3
C -1.839 1.029 -1.041
C -1.296 2.427 -0.835
H -2.887 0.992 -1.340
H -1.308 0.458 -1.819
H -1.711 0.329 -0.212
H -0.311 2.339 -0.370
H -1.911 2.960 -0.108
H -1.223 3.016 -1.743
C 1.210 -1.098 1.210
C 1.932 -2.335 0.655
H 1.270 -1.070 2.298
H 1.651 -0.189 0.801
H 0.150 -1.120 0.964
H 1.394 -2.680 -0.227
H 1.972 -3.110 1.419
H 2.970 -2.174 0.367
```

As for the HOMO energy: -11.70 eV. As for the HOMO-LUMO gap: 0.4717 Ha. The SMILES is CC.CC. For the LUMO energy, the calculation gives 1.13 eV. For the calculated total energy, the calculation gives -4342.3290 eV. The relative energy (zero: lowest compared OMol25 entry of this formula, charge and spin) comes out at 4.59 kcal per mole.

Here is a cluster of 2 separate species, C4H12 in total at a distorted geometry from OMol25. Energies are from ωB97M-V/def2-TZVPD.

The geometry in XYZ format:
```
16
Properties=species:S:1:pos:R:3
C 1.621 -1.567 1.310
C 1.994 -0.921 -0.073
H 1.983 -2.596 1.137
H 2.120 -1.135 2.167
H 0.472 -1.382 1.450
H 3.160 -0.873 0.010
H 1.642 -1.590 -0.766
H 1.487 0.041 -0.148
C -1.223 1.340 -1.090
C -2.345 1.101 -0.047
H -0.236 1.762 -0.875
H -1.072 0.465 -1.782
H -1.604 2.073 -1.936
H -2.159 0.285 0.573
H -2.442 2.090 0.474
H -3.398 0.905 -0.403
```

As for the HOMO energy (alpha / beta): -15.55 / -14.68 eV. As for the HOMO-LUMO gap (alpha / beta): 0.4531 / 0.1092 Ha. For the LUMO energy (alpha / beta), the calculation gives -3.22 / -11.71 eV. As for the charge: +1. As for the spin multiplicity: 2. For the calculated total energy, the calculation gives -4329.7746 eV. The relative energy (zero: lowest compared OMol25 entry of this formula, charge and spin) comes out at 33.61 kcal per mole.

Here is a cluster of 2 separate species, C4H12 in total at a distorted geometry from OMol25. Energies are from ωB97M-V/def2-TZVPD.

The geometry in XYZ format:
```
16
Properties=species:S:1:pos:R:3
C 0.466 -0.723 2.584
C -0.177 -1.736 1.561
H 0.766 0.275 2.225
H -0.272 -0.445 3.253
H 1.346 -1.237 2.913
H 0.370 -1.904 0.640
H -1.151 -1.170 1.433
H -0.338 -2.762 1.815
C 0.433 0.818 -2.280
C -0.726 1.712 -1.944
H 0.146 -0.212 -2.038
H 0.933 0.723 -3.267
H 1.196 0.718 -1.394
H -1.835 1.429 -2.092
H -0.678 2.623 -2.509
H -0.479 1.891 -0.899
```

As for the HOMO energy (alpha / beta): -14.18 / -14.14 eV. As for the HOMO-LUMO gap (alpha / beta): 0.3885 / 0.0978 Ha. For the LUMO energy (alpha / beta), the calculation gives -3.61 / -11.48 eV. As for the charge: +1. As for the spin multiplicity: 2. For the calculated total energy, the calculation gives -4329.7241 eV. The relative energy (zero: lowest compared OMol25 entry of this formula, charge and spin) comes out at 34.77 kcal per mole.